# 1
{"formula": "CH21O10", "method": "ωB97M-V/def2-TZVPD", "e_above_lowest_kj_mol": 95.4, "charge": -1, "multiplicity": 1, "homo_lumo_gap_ev": 8.60, "e_homo_ev": -5.674, "lumo_ha": 0.10772, "symbols": ["C", "O", "H", "H", "H", "O", "H", "H", "O", "H", "H", "O", "H", "H", "O", "H", "H", "O", "H", "H", "O", "H", "H", "O", "H", "H", "O", "H", "H", "O", "H", "H"], "coordinates": [[-0.392866, 1.214585, -0.344262], [-0.691213, -0.174544, 0.054703], [0.565796, 1.435339, -0.825883], [-0.584875, 1.849774, 0.528868], [-1.226811, 1.566785, -1.009415], [-0.552433, -2.746697, -1.638958], [-0.439101, -3.019443, -0.730681], [0.304644, -2.942506, -2.031355], [1.046709, 0.364946, -3.439139], [1.842183, 0.077791, -3.884044], [1.157166, 1.038868, -2.753841], [1.204897, 0.231686, 2.233144], [0.630000, 0.011846, 1.530490], [1.823291, 0.856705, 1.851352], [-0.605065, 1.568586, 3.760810], [-0.348920, 1.012340, 4.529199], [-0.066099, 1.127795, 3.098943], [-0.503184, -2.175031, 1.701658], [-1.169237, -2.841493, 1.512221], [-0.812604, -1.363448, 1.160855], [-2.699232, -0.563962, -1.691842], [-1.957399, -0.282718, -1.122361], [-3.500688, -0.172474, -1.293517], [1.781593, -1.082686, -1.112987], [0.998574, -0.857671, -0.638814], [1.543539, -0.628005, -1.928474], [-2.541792, 0.876716, 1.736515], [-1.969978, 1.460854, 2.256667], [-1.913504, 0.540464, 1.054848], [3.228920, 1.313244, -1.143535], [2.890562, 0.437255, -1.012258], [2.957127, 1.865097, -0.408909]], "forces_ev_per_a": [[-2.5410, -1.1371, 0.5501], [1.5708, 2.5812, -0.9761], [0.1357, -0.3047, 0.2342], [0.8306, 0.3533, 0.0149], [0.8450, -0.2321, -0.0587], [-0.0675, -0.5029, -0.6617], [0.0505, 0.1857, 0.5710], [0.0284, 0.1866, 0.0481], [-1.1647, -0.2562, -0.0522], [0.5356, 0.6111, 0.3189], [0.7525, -0.0375, -0.5359], [1.4776, 0.6745, 1.6584], [-1.5754, -0.9287, -1.9594], [0.1415, 0.0660, -0.0122], [0.1565, -0.2025, 1.5294], [-0.5775, 0.6651, -0.5233], [0.5487, -0.2032, -0.6669], [-0.5959, 0.6953, -0.7185], [-0.1080, 0.0176, 0.1408], [0.6862, -1.1184, 0.6764], [-1.2627, 0.4481, -0.2175], [0.2420, -0.5770, 0.3691], [0.7394, -0.2573, -0.2022], [1.7302, 0.0841, -0.7636], [-1.9482, -0.0906, 1.5807], [-0.0045, -0.4026, -0.6902], [0.1616, 0.4396, -0.2121], [-0.4536, -0.2653, 0.2890], [-0.3642, -0.5014, 0.2092], [0.7944, 1.5012, -0.6219], [-0.6455, -1.3231, 0.5805], [-0.1186, -0.1686, 0.1018]]}

# 2
{"formula": "CH21O12PdV", "method": "ωB97M-V/def2-TZVPD", "charge": 2, "multiplicity": 3, "homo_lumo_gap_ev": [5.41, 3.32], "e_homo_ev": [-15.218, -15.197], "lumo_ha": [-0.36054, -0.43657], "symbols": ["O", "V", "O", "Pd", "C", "O", "H", "H", "H", "O", "H", "H", "O", "H", "H", "O", "H", "H", "O", "H", "H", "O", "H", "H", "O", "H", "H", "O", "H", "H", "O", "H", "H", "O", "H", "H"], "coordinates": [[0.127311, 3.625872, 1.797792], [0.451680, 2.028780, 1.962742], [-0.102249, 1.514205, 3.433850], [3.390069, 0.165664, 2.215161], [0.938784, -0.657321, 0.135690], [1.312321, -0.245664, 1.409687], [1.807115, -0.990811, -0.432539], [0.145989, -1.400093, 0.047037], [0.369536, 0.114975, -0.381617], [-0.934146, -1.694684, -2.668415], [-1.265738, -1.433864, -3.527629], [-1.147629, -0.958441, -2.095177], [-1.596320, 1.472638, 1.106172], [-2.480461, 1.407244, 1.467071], [-1.725324, 1.496903, 0.158014], [4.124448, 0.890013, 0.239130], [3.518632, 1.319209, -0.365030], [4.981470, 0.977007, -0.178210], [-1.987601, -3.980240, -1.518401], [-1.689481, -4.496184, -2.267499], [-1.595089, -3.117182, -1.649976], [-2.180627, 0.751476, -1.467454], [-2.984449, 0.365641, -1.119278], [-2.450891, 1.605560, -1.804709], [-3.045488, -1.586004, 1.623891], [-2.111498, -1.377269, 1.605893], [-3.453635, -0.824682, 2.036253], [1.564323, 2.686286, -0.199792], [1.861372, 2.682966, -1.109728], [1.963910, 3.468667, 0.180252], [0.072648, -1.723834, 3.738583], [0.355511, -1.101114, 4.408252], [0.031287, -1.207979, 2.933343], [1.602007, -0.075498, -3.187386], [1.352502, 0.848109, -3.217851], [0.779711, -0.550347, -3.308121]], "forces_ev_per_a": [[1.3055, -4.2914, 1.1263], [-5.0493, 2.2457, 2.7762], [2.2173, 1.7521, -4.0904], [-0.2025, -0.3160, -0.4306], [1.5252, 0.0942, -0.0938], [-0.4680, 0.8143, -0.6458], [-0.1943, -0.1504, -0.1223], [-0.2692, -0.8941, 0.7765], [-0.0442, 0.7943, -0.0894], [0.8279, 0.2631, 0.1393], [-0.4007, -0.1522, -0.4051], [-0.4138, 0.4194, -0.0155], [1.8109, 0.0422, 0.5644], [-0.1578, 0.1474, 0.8277], [-0.0226, -0.1953, -1.1171], [-0.4454, -0.0689, 0.3726], [-0.3797, 0.0819, -0.0935], [0.7406, -0.2179, 0.0993], [-0.1848, -0.1523, 0.5786], [0.0469, -0.2105, -0.1701], [-0.0069, -0.0361, -0.3580], [0.5900, 0.2617, 0.5205], [-0.5856, -0.5183, -0.0197], [-0.1989, 0.3367, -0.6211], [0.0168, 0.1686, -0.5383], [0.2253, -0.1636, 0.2091], [-0.3305, 0.0134, 0.3849], [0.1625, -0.8572, 0.6792], [-0.1145, -0.1354, -0.5572], [-0.0312, 0.8018, 0.0694], [0.3272, -0.2610, -0.3322], [-0.1029, 0.1869, 0.4514], [-0.2288, 0.1727, -0.0636], [0.4169, 0.3066, 0.6743], [-0.0435, 0.2545, -0.4113], [-0.3378, -0.5368, -0.0744]]}

# 3
{"formula": "CH21O13", "method": "ωB97M-V/def2-TZVPD", "e_above_lowest_kj_mol": 86.9, "charge": -1, "multiplicity": 1, "homo_lumo_gap_ev": 9.96, "e_homo_ev": -7.201, "lumo_ha": 0.10147, "symbols": ["C", "O", "O", "O", "H", "O", "H", "H", "O", "H", "H", "O", "H", "H", "O", "H", "H", "O", "H", "H", "O", "H", "H", "O", "H", "H", "O", "H", "H", "O", "H", "H", "O", "H", "H"], "coordinates": [[0.222291, -0.439351, 0.169056], [0.827562, -0.332888, -0.915183], [0.124888, -1.678502, 0.722041], [-0.231773, 0.532333, 0.813046], [0.502100, -2.288599, 0.099031], [-2.322598, -0.006851, -1.497606], [-2.396931, -0.036071, -2.464853], [-2.203776, 0.962480, -1.236517], [2.921005, 1.036747, 0.290456], [2.050546, 0.691668, -0.055129], [2.675169, 1.951571, 0.469089], [-0.288049, -2.165625, -2.646060], [-0.218602, -1.313709, -2.158307], [0.619593, -2.453318, -2.788357], [1.026937, 2.279014, -1.571936], [0.791757, 1.420059, -1.128117], [1.141790, 2.968894, -0.946179], [-1.355461, 2.697624, 1.403795], [-2.213315, 2.607828, 1.031119], [-0.848978, 1.874750, 1.221391], [-2.774055, -2.323244, -0.342636], [-2.501352, -1.461929, -0.701106], [-2.437983, -3.030835, -0.911273], [2.401039, -1.020103, -2.851223], [2.341864, -0.209383, -3.347784], [1.998917, -0.728465, -2.036860], [1.542129, -0.822058, 3.159594], [0.855164, -1.196571, 2.663830], [2.343041, -1.142785, 2.786032], [1.023296, 1.939626, 2.871611], [0.984644, 1.004412, 2.806566], [0.352690, 2.408499, 2.389914], [-2.601503, -0.346672, 1.769032], [-1.824725, -0.083922, 1.284375], [-2.527322, -1.294625, 1.649146]], "forces_ev_per_a": [[-0.1417, 1.0078, 0.9623], [-0.1378, -0.2025, -0.2751], [-0.4632, 0.7577, 0.6212], [0.4035, -2.0075, -0.5456], [0.2280, -0.5744, -0.6253], [0.2556, 2.3309, -0.1019], [0.1058, 0.1323, 0.3972], [-0.1093, -2.0393, -0.5825], [-1.1394, -0.2939, -0.3284], [1.7575, 0.2790, 0.3803], [0.2822, -0.0712, 0.3119], [-0.6332, 0.1268, 0.3183], [0.2802, -0.7601, -0.4473], [0.1213, 0.4385, -0.0913], [-0.5102, -1.2976, -1.1298], [0.1973, 1.1799, -0.4591], [-0.0841, 0.5994, 1.0364], [1.1467, 0.7446, 0.4691], [-0.9651, -0.3235, -0.3097], [-0.7846, 0.3916, -0.2589], [-0.2198, -0.8753, 0.2614], [-0.0809, -0.3295, -0.1454], [0.0952, 0.6106, 0.0536], [0.5988, -0.4358, -0.7133], [0.1575, 0.3518, -0.6210], [-0.2258, -0.1419, 0.9069], [0.5810, 1.0835, 1.8789], [-1.6285, -0.9671, -1.2532], [0.9881, -0.2359, -0.5876], [1.2815, 2.0531, 1.0041], [-0.3525, -1.2484, -0.4184], [-0.5222, -0.2591, -0.0815], [-0.7200, -0.2946, 0.3876], [0.7177, 0.7591, -0.0106], [-0.4793, -0.4886, -0.0034]]}

# 4
{"formula": "CH22N3O8", "method": "ωB97M-V/def2-TZVPD", "e_above_lowest_kj_mol": 101.7, "charge": 1, "multiplicity": 1, "homo_lumo_gap_ev": 10.80, "e_homo_ev": -13.663, "lumo_ha": -0.10537, "symbols": ["N", "C", "N", "N", "H", "H", "H", "H", "H", "H", "H", "H", "O", "H", "H", "O", "H", "H", "O", "H", "H", "O", "H", "H", "O", "H", "H", "O", "H", "H", "O", "H", "H", "O"], "coordinates": [[1.882306, 1.784958, -1.017927], [1.812779, 1.154122, 0.149366], [0.745337, 1.236690, 0.927908], [2.856187, 0.476264, 0.651919], [0.973592, 1.977329, -1.407647], [2.715075, 1.628214, -1.561488], [0.759464, 0.805563, 1.840860], [-0.121494, 1.591161, 0.533691], [3.431076, -0.026699, -0.011167], [2.872719, 0.130876, 1.597741], [-4.658609, 0.041997, 1.078371], [-3.809281, 0.917011, 1.979486], [-3.937626, -0.001450, 1.722567], [-2.287386, -1.582210, 2.261887], [-2.535395, -2.780452, 1.380740], [-1.818916, -2.223950, 1.713796], [0.984873, -0.638600, -4.222041], [0.341581, -0.858060, -2.852194], [0.974145, -0.296244, -3.320402], [2.533803, -2.846759, -0.827045], [2.059947, -1.485422, -1.338811], [2.735028, -2.161158, -1.472961], [-0.875248, -0.504632, -0.928386], [0.248737, -1.546284, -0.192704], [0.027814, -0.825841, -0.794434], [-2.003382, 2.930309, 0.634841], [-0.983542, 3.980932, 0.279622], [-1.320752, 3.127278, -0.023130], [-0.387035, -0.659865, 3.319699], [0.789315, -1.517400, 3.741583], [0.559450, -0.773380, 3.174403], [-3.167294, -1.043868, -1.213236], [-2.672759, -0.729640, -2.661407], [-2.595146, -0.458252, -1.732514]], "forces_ev_per_a": [[-0.2157, -0.6898, 0.8224], [-0.1238, -0.2732, 1.6477], [-0.1861, 0.7734, -0.2905], [0.7978, -0.0742, -0.9017], [0.2909, 0.1728, -0.7724], [-0.3516, 0.1070, -0.5085], [-0.1053, -0.3239, -0.2172], [0.2721, 0.3001, 0.3379], [0.2331, 0.1311, 0.1622], [-0.3569, 0.0028, -0.0872], [0.1107, -0.0968, 0.2023], [-0.0768, -0.0210, 0.1182], [-0.0690, 0.1503, -0.2478], [-0.1601, 0.0161, -0.2240], [0.1953, -0.0089, 0.0935], [-0.1386, -0.0496, -0.0026], [0.1391, 0.0971, 0.0580], [0.2338, 0.0963, 0.1778], [-0.2085, -0.0276, -0.2692], [0.0883, -0.0667, -0.0665], [-0.2063, -0.0297, -0.3757], [0.1186, 0.1543, 0.3532], [-0.4420, -1.0237, 0.5840], [-1.4674, 0.2552, 0.1598], [1.5610, 0.2689, -0.7639], [-0.0193, 0.0202, -0.3381], [0.0948, -0.0093, -0.2007], [-0.1386, -0.0236, 0.4835], [0.1013, -0.1158, -0.0373], [0.1035, 0.0075, -0.0402], [-0.0827, 0.1758, 0.0567], [0.2022, 0.1411, -0.3340], [-0.0762, 0.0530, 0.4336], [-0.1175, -0.0891, -0.0133]]}

# 5
{"formula": "CH23O10S", "method": "ωB97M-V/def2-TZVPD", "charge": 0, "multiplicity": 2, "homo_lumo_gap_ev": [10.14, 7.04], "e_homo_ev": [-10.294, -10.289], "lumo_ha": [-0.00556, -0.11934], "symbols": ["C", "S", "H", "H", "H", "H", "H", "O", "H", "H", "O", "H", "H", "O", "H", "H", "O", "H", "H", "O", "H", "H", "O", "H", "H", "O", "H", "H", "O", "H", "H", "O", "H", "H", "O"], "coordinates": [[-0.643194, -0.146466, -2.872810], [1.004814, -0.180123, -3.375826], [-1.434158, 0.382212, -3.463302], [-1.000263, -1.212611, -2.667653], [-0.619152, 0.372715, -1.876247], [1.486660, 2.588991, -1.946399], [0.389559, 2.265470, -3.040106], [0.599179, 2.853537, -2.235031], [2.192780, 0.422375, -0.021549], [1.994322, -0.710665, -1.156266], [2.512890, -0.450056, -0.298163], [1.134668, -3.121687, -0.934815], [-0.129333, -2.965354, -1.756445], [0.229776, -3.457185, -1.129906], [-1.750226, 3.102979, -1.410349], [-0.710626, 2.528971, -0.640915], [-1.602930, 2.677174, -0.637501], [2.856579, 1.703662, 1.808290], [1.435393, 1.365117, 1.324613], [2.165002, 1.841679, 0.984778], [-0.868805, -3.051899, 0.267914], [-0.286955, -2.153783, 1.484370], [-1.097431, -2.637935, 1.084673], [1.782865, -1.181750, 1.095718], [1.213458, -0.627737, 2.406379], [1.182207, -1.379861, 1.852121], [-1.533246, 0.619553, 1.375493], [-0.855197, 2.001401, 1.234788], [-0.772580, 1.175135, 1.773166], [-3.052391, -0.315069, 0.241789], [-2.329581, -1.425292, 0.984503], [-2.695708, -0.476561, 1.055238], [-0.320866, 0.621196, 3.079693], [-0.514077, -0.902034, 3.629831], [0.036562, -0.126114, 3.779921]], "forces_ev_per_a": [[-2.2917, -0.9188, 1.3485], [1.0456, 0.1452, -0.6930], [1.0099, -0.3681, 0.0931], [0.2330, 1.4651, -0.1748], [-0.1827, -0.4720, -0.5219], [-0.1746, 0.1125, -0.2264], [0.7828, 1.3714, 1.7534], [-0.2346, -1.3608, -1.6038], [0.3130, 0.2900, -0.2246], [1.4090, 0.8766, 2.2356], [-1.1881, -1.3645, -2.7292], [-1.0612, -0.3062, -0.2869], [-2.2204, 3.5313, -4.5611], [3.4805, -3.3782, 4.4442], [-0.8481, 2.2325, -3.6678], [3.7069, -0.4649, -0.3067], [-2.9681, -1.7280, 3.9208], [-2.3697, 0.6806, -3.2488], [-2.0293, -0.6396, 0.8097], [3.8541, 0.3172, 2.7771], [0.8408, -0.4589, -0.7124], [-0.9889, -0.9102, -1.1176], [-0.1279, 1.4168, 2.0998], [-0.3927, -0.3396, 0.3113], [-0.3795, 1.1109, 1.6429], [0.8244, -1.5154, -1.8972], [0.7535, 0.0320, 0.7907], [0.0218, -0.6564, 1.1265], [-0.8938, 1.1615, -2.3591], [-1.6939, 0.8749, -3.3485], [0.1124, 1.0986, 0.4021], [1.6447, -1.8781, 2.8598], [0.7389, -2.3888, 2.2027], [-0.0391, 0.1256, 0.0155], [-0.6869, 2.3057, -1.1540]]}